A molecular structure, C35H54LuN5O3SSe2Te, computed with the ωB97M-V functional and the def2-TZVPD basis.

- electronic energy (eV) = -233197.7492
- multiplicity = 2
- total charge = -1
- highest occupied orbital energy (alpha / beta) (eV) = -2.42 / -2.74
- expectation value of S² = 0.76

Each line ends with the Löwdin spin population.
Element x y z (Å)
Lu -0.370535 -1.426424 0.095681  0.0185
O -1.699268 -4.490495 6.614880  0.0007
C -0.551416 -3.784610 6.225643  0.0015
C -0.517062 -3.596712 4.686434  0.0146
C -0.519357 -4.992136 3.993854  -0.0004
O 0.574483 -5.772076 4.404152  0.0009
C -1.760165 -2.782458 4.243795  0.0291
Se -1.686892 -2.343018 2.333818  0.3830
C 0.756870 -2.796054 4.312772  0.0325
Se 0.801237 -2.379110 2.397536  0.3520
H -1.652859 -4.569085 7.603097  0.0001
H 0.354110 -4.342594 6.555297  0.0005
H -0.550757 -2.786259 6.720015  0.0001
H -0.531314 -4.909301 2.883910  -0.0009
H -1.448011 -5.544045 4.252983  0.0000
H 1.308174 -5.607949 3.756122  0.0010
H -1.799497 -1.817894 4.794880  0.0009
H -2.698339 -3.338414 4.456019  0.0084
H 1.677744 -3.349780 4.592901  0.0071
H 0.768619 -1.825687 4.855100  0.0012
C -3.172346 -1.038990 -3.491971  0.0011
C -2.385106 -1.451933 -2.280866  0.0010
O -2.621256 -2.530366 -1.758604  0.0005
N -1.420381 -0.662023 -1.750316  0.0205
Te -0.965433 1.213578 -2.546722  0.0024
C -0.446772 3.102831 -3.485381  0.0025
C 0.810252 3.742425 -3.320344  0.0002
C 1.950804 3.133493 -2.568477  0.0000
C 1.037753 4.999827 -3.897085  0.0001
C 0.051884 5.630222 -4.657933  0.0000
C 0.300099 6.978319 -5.268871  0.0000
C -1.170260 4.988390 -4.864389  0.0001
C -1.430611 3.730872 -4.295912  0.0002
C -2.755186 3.069013 -4.595778  0.0000
C -0.857286 2.027910 -0.527482  -0.0001
C 0.243984 1.763368 0.339944  0.0002
C 1.416344 0.887828 -0.020795  0.0029
C 0.268911 2.323927 1.626109  0.0000
C -0.777953 3.124416 2.083851  0.0000
C -0.750194 3.715529 3.463348  0.0000
C -1.865507 3.374133 1.249226  0.0001
C -1.916398 2.841247 -0.047156  0.0000
C -3.109155 3.163035 -0.896924  0.0000
H -3.910625 -1.823026 -3.765187  0.0001
H -2.487869 -0.885095 -4.352274  0.0000
H -3.721150 -0.096961 -3.282206  0.0000
H 1.724957 2.112365 -2.260339  0.0000
H 2.207296 3.753507 -1.684236  0.0000
H 2.836397 3.064030 -3.235530  0.0000
H 1.997006 5.485775 -3.756917  0.0000
H 1.315261 7.357842 -5.024110  0.0000
H -0.446048 7.704184 -4.882339  0.0000
H 0.206517 6.912338 -6.373021  0.0000
H -1.921671 5.474431 -5.475940  0.0000
H -3.391491 3.699255 -5.252798  0.0000
H -3.333710 2.860039 -3.679512  0.0000
H -2.574323 2.108668 -5.122451  0.0000
H 1.310368 0.393987 -1.003605  0.0022
H 1.527417 0.083463 0.735553  0.0007
H 2.349627 1.489659 -0.010334  0.0003
H 1.109881 2.123508 2.280237  0.0000
H 0.173421 3.432801 4.011542  0.0000
H -1.626419 3.353663 4.041754  0.0000
H -0.792590 4.823141 3.395056  0.0000
H -2.675312 3.996023 1.613838  0.0000
H -3.856901 3.778709 -0.353266  0.0000
H -3.610206 2.227058 -1.222924  0.0000
H -2.771658 3.756062 -1.765518  0.0000
N -3.035439 -3.318844 -0.042146  0.0108
C -3.517484 -2.019502 0.096431  0.0109
C -4.882280 -1.777043 0.169377  0.0052
C -5.325080 -0.466610 0.328138  -0.0011
C -4.391012 0.556876 0.415239  0.0008
C -3.050324 0.219442 0.340783  0.0009
N -2.597570 -1.044828 0.183671  0.0053
H -3.436092 -3.774885 -0.852789  0.0000
H -2.023403 -3.243674 -0.113830  -0.0007
H -5.591455 -2.595330 0.116936  0.0000
H -6.387355 -0.250890 0.391031  -0.0001
H -4.697320 1.588561 0.544120  0.0001
H -2.278004 0.980029 0.409360  -0.0001
C 5.063246 -0.614556 -2.307015  0.0001
C 4.875355 -0.237414 -0.848109  0.0004
N 4.876133 -1.415348 0.009040  0.0006
C 3.801700 -2.172563 0.370393  0.0153
S 2.204452 -1.867632 -0.006053  0.0252
N 4.067649 -3.277053 1.120443  0.0114
C 5.339645 -3.814114 1.572065  0.0009
C 6.030005 -4.615872 0.483469  0.0001
H 5.090990 0.282786 -2.932566  0.0000
H 4.250250 -1.255535 -2.662005  0.0000
H 6.002075 -1.160514 -2.449523  0.0000
H 3.951386 0.332164 -0.714876  0.0002
H 5.707456 0.393651 -0.518975  0.0000
H 5.788037 -1.770293 0.247829  0.0003
H 3.238867 -3.817456 1.343927  0.0111
H 5.127762 -4.458345 2.431639  0.0008
H 5.980274 -2.996347 1.915852  0.0002
H 5.395935 -5.443582 0.148225  0.0001
H 6.970360 -5.033257 0.855955  0.0000
H 6.253792 -3.996007 -0.390430  0.0001
H 0.667324 -0.774392 -1.497439  0.0153

Cartesian forces (eV/Å) of the 3 atoms listed first:
Lu -0.60 1.63 -3.00
O -0.56 -0.46 1.65
C 1.07 0.52 -0.27